1.
84
Properties=species:S:1:pos:R:3 method="wB97M-V/def2-TZVPD" spin_multiplicity=1 energy_ev=-48045.800 gap_ev=4.7 homo_energy_ha=-0.229 smiles="C=C1N(c2c(C)cc(C)cc2C)C=CN1c1c(C)cc(C)cc1C.CC(C)(C)OC(=O)/N=N/C(=O)OC(C)(C)C" relative_energy_kcal_mol=110.7 fmax_ha_per_bohr=0.0784
C -2.87 -3.30 0.54
C 2.46 3.82 2.73
C -0.78 -0.49 -0.07
C -3.02 0.76 4.52
O 1.06 3.79 0.68
C -4.61 -0.29 2.97
N 0.38 2.19 -0.70
H 4.65 -0.10 -3.66
H -0.35 -0.69 -1.05
N -2.28 -1.47 1.65
H -3.29 -4.24 0.22
C 3.84 -0.51 -4.27
O 0.95 2.40 -3.29
H 2.39 2.55 -4.79
H 2.65 -3.36 -4.00
C -1.25 -3.05 -1.37
C 2.69 0.48 -4.33
H -2.53 -0.65 -2.27
N 0.84 1.15 -1.27
H -0.93 4.32 2.36
O 2.17 0.50 -2.95
H 2.55 4.28 3.72
H 0.27 -2.16 2.68
H 1.42 6.39 2.75
C 1.00 2.45 0.56
H 2.38 2.73 2.84
C -0.53 -2.81 -3.66
C -1.43 -2.47 -2.64
H 0.70 -5.41 0.10
C -0.01 4.03 2.88
C -2.08 -0.56 2.73
H -2.13 2.82 6.18
C 0.70 -4.22 -2.14
O 1.38 1.63 1.38
H -0.58 0.37 0.54
H 0.52 6.24 1.23
H -5.14 -0.89 3.73
H 3.53 -1.46 -3.82
H 1.15 -0.92 -4.96
H 2.05 -0.14 -6.28
H -3.65 -2.87 2.56
H -3.54 -2.03 -2.74
C -0.22 -3.96 -1.12
H -0.70 -2.42 -4.67
H 3.35 4.06 2.14
H -3.90 1.17 5.02
C 0.60 -3.59 -3.39
H 1.89 -4.82 -4.62
C -1.62 1.85 6.28
H -5.16 0.66 2.89
H -0.56 2.03 6.52
C 1.71 -3.76 -4.39
H 0.37 0.79 4.67
C -3.05 -2.63 1.69
C 1.30 1.47 -2.60
H 1.52 -4.91 -1.94
C 1.61 0.02 -5.29
C -0.03 -4.59 0.22
H -0.96 -5.03 0.61
H 0.05 4.59 3.83
N -2.01 -2.56 -0.26
H 3.61 1.74 -5.81
C 3.21 1.83 -4.79
H 4.24 -0.72 -5.27
H 0.84 0.80 -5.37
C -1.75 1.05 5.02
C -1.64 -1.43 0.43
H -2.54 -1.22 -3.95
H 0.75 -0.70 1.77
C 1.22 4.35 2.04
C -3.21 -0.03 3.39
C -2.57 -1.54 -2.91
H 4.01 2.17 -4.13
C -0.64 0.55 4.33
C 1.37 5.85 1.80
H 0.38 -3.90 0.96
H 1.25 -0.88 3.44
H 2.28 6.05 1.23
H -2.08 1.34 7.13
H -4.69 -0.80 2.01
H -0.04 2.96 3.11
C 0.42 -1.07 2.74
C -0.79 -0.34 3.25
H 1.48 -3.24 -5.32

---

2.
166
Properties=species:S:1:pos:R:3 method="wB97M-V/def2-TZVPD" spin_multiplicity=1 energy_ev=-129803.984 gap_ev=8.9 homo_energy_ha=-0.314 smiles=COCCNCCOC.COCCNCCOC.COCCNCCOC.COCCNCCOC.COCCNCCOC.COCCNCCOC.ClCCCl.ClCCCl.CO relative_energy_kcal_mol=94.2 fmax_ha_per_bohr=0.0815
H 21.21 9.05 45.37
C 23.29 4.43 33.54
H 25.13 10.73 32.88
O 23.00 4.19 31.15
C 38.19 12.76 28.73
H 23.91 5.87 32.25
C 25.27 9.84 32.26
H 24.23 3.20 32.18
C 20.24 10.65 46.12
H 28.26 -5.54 44.79
H 25.26 7.51 44.53
H 27.80 5.78 29.67
C 20.85 -11.45 40.41
H 28.25 4.19 35.84
C 19.02 -3.24 36.90
O 29.06 -3.71 44.05
H 35.94 12.45 28.96
C 36.24 2.03 34.05
H 20.96 -0.55 39.48
H 22.80 11.47 45.61
H 37.29 3.38 35.23
C 25.18 -7.08 39.64
H 17.85 7.65 47.29
C 28.39 -4.49 45.04
H 40.74 13.36 28.81
C 26.23 -4.74 36.87
C 24.59 8.09 33.93
N 24.34 -8.22 39.17
H 25.61 8.00 34.30
C 29.93 -1.57 43.34
H 23.58 2.71 29.72
H 19.84 -3.07 38.90
H 30.01 -0.54 43.71
H 29.23 3.99 28.45
H 16.67 8.27 46.07
C 23.35 -8.61 40.17
C 29.36 4.57 37.39
C 33.02 -2.57 41.40
N 36.93 12.18 30.71
O 36.46 11.60 33.93
H 36.26 10.32 32.12
H 27.45 -3.97 45.19
C 23.19 3.48 32.36
H 24.52 -6.29 40.01
H 35.38 2.69 33.88
H 29.31 -1.52 42.45
H 21.92 2.60 30.30
H 22.37 -0.83 38.32
C 24.24 7.22 44.76
H 37.75 12.74 30.85
H 20.45 11.61 46.59
H 33.03 -5.18 39.48
H 23.71 6.45 35.07
H 33.62 -1.97 40.71
H 26.69 -7.10 38.05
H 29.27 5.65 37.42
H 36.62 9.77 34.76
H 25.71 -7.38 40.54
H 24.19 9.42 45.95
H 21.76 -9.47 38.85
Cl 28.25 4.36 26.28
H 22.32 3.91 29.31
C 31.83 -1.69 41.93
C 28.08 5.84 28.62
C 36.86 2.39 35.40
N 24.07 5.69 33.23
H 21.18 -6.27 35.06
O 21.66 -10.32 40.71
C 29.01 -2.31 44.31
C 22.45 10.53 45.19
C 35.86 11.18 32.65
H 22.94 -10.59 39.05
H 21.47 -6.85 32.36
C 35.84 12.40 31.68
H 17.74 6.97 45.63
H 40.72 14.88 29.46
H 19.19 9.35 47.68
H 21.76 -2.11 39.27
H 24.98 10.14 31.25
C 36.80 12.91 29.45
H 20.94 -3.77 36.28
H 33.73 -2.88 42.16
C 22.74 3.29 30.10
N 20.06 -4.19 36.55
Cl 35.54 0.33 33.92
H 18.21 -3.83 37.32
C 17.67 7.87 46.24
H 28.75 -4.64 46.06
H 18.77 -1.80 38.66
H 31.05 -1.61 41.18
Cl 38.11 1.11 35.66
H 34.85 12.40 31.22
O 18.68 8.85 45.79
H 38.68 11.79 28.78
C 22.06 -6.01 32.73
O 29.16 4.09 36.10
H 26.84 -5.67 39.09
O 23.39 8.26 44.57
H 39.78 14.59 27.95
H 22.54 -5.46 31.92
O 25.34 -5.48 37.78
C 22.44 -9.81 39.63
C 19.62 -4.68 35.19
H 36.08 13.34 32.17
H 34.83 11.03 32.99
H 19.85 -11.24 40.80
H 19.73 -6.51 34.20
H 19.72 -3.77 34.60
H 22.63 7.04 33.82
O 24.49 8.67 32.62
C 33.52 -4.38 40.04
H 22.85 -6.32 33.42
H 34.17 -4.86 40.77
N 21.44 9.83 45.98
H 22.58 2.60 32.56
O 20.60 -1.63 37.68
O 38.93 13.69 29.55
C 21.44 -1.20 38.76
H 21.97 10.70 44.23
H 22.28 4.78 33.78
H 22.76 -7.72 40.36
H 30.40 4.41 37.67
H 25.70 -4.14 36.14
Cl 29.63 6.69 28.53
H 36.90 2.27 33.21
H 36.24 2.43 36.30
H 24.00 6.30 44.23
H 36.82 11.18 35.86
H 23.87 -8.90 41.09
C 23.67 9.60 45.01
H 27.40 3.90 28.58
H 27.99 -1.93 44.23
H 26.80 -3.99 37.42
H 18.60 -2.62 36.11
H 23.91 -7.91 38.31
H 24.45 10.09 44.42
C 26.13 -6.35 38.60
H 29.21 -1.98 45.33
H 28.81 4.04 38.18
H 23.61 3.86 34.41
C 36.27 10.78 35.01
O 21.07 -5.18 33.34
C 19.48 -2.42 38.11
C 23.67 6.82 34.05
H 34.19 -3.90 39.32
O 32.50 -3.65 40.72
H 26.85 -5.43 36.28
H 20.78 -11.48 39.32
C 20.43 -5.73 34.49
H 24.32 7.06 45.84
H 38.12 13.14 27.71
H 19.86 10.97 45.15
H 32.11 -0.67 42.21
N 31.20 -2.18 43.10
H 26.33 9.60 32.17
C 40.05 14.20 28.93
H 24.15 8.82 34.61
H 36.62 13.98 29.58
H 31.03 -3.17 43.03
H 35.21 10.70 35.22
H 18.58 -5.00 35.15
C 28.27 4.42 28.16
H 21.40 -12.23 40.94
H 27.32 6.45 28.14
H 18.21 10.60 46.88
C 19.04 9.90 46.76

---

3.
8
Properties=species:S:1:pos:R:3 method="wB97M-V/def2-TZVPD" spin_multiplicity=1 energy_ev=-11456.474 gap_ev=8.2 homo_energy_ha=-0.503 charge=+1 relative_energy_kcal_mol=0.0 fmax_ha_per_bohr=0.1023
C 1.21 -0.59 0.49
H 2.06 -1.16 0.88
Pb -0.90 1.19 0.59
O 0.87 0.54 1.11
H 0.92 -1.70 -1.25
C 0.41 -1.16 -0.43
H -1.21 -0.70 -1.52
O -0.74 -0.41 -0.74

---

4.
58
Properties=species:S:1:pos:R:3 method="wB97M-V/def2-TZVPD" spin_multiplicity=1 energy_ev=-51546.815 gap_ev=7.3 homo_energy_ha=-0.186 charge=-1 fmax_ha_per_bohr=0.0955
H -5.74 -3.02 0.38
C 2.61 2.46 -1.11
H 1.18 6.62 -1.38
O -0.11 -2.31 -0.21
H 2.15 1.71 2.20
H 2.72 3.31 -0.43
C 0.19 0.04 4.73
F 0.93 -2.04 -2.58
C 1.65 0.61 4.51
H 2.26 0.48 5.45
O 0.67 3.40 -2.31
H -1.73 1.13 -2.67
C -0.93 -0.24 -1.07
C -1.32 0.08 -2.58
H -3.79 -2.64 -2.36
H -0.52 4.83 -1.53
H -1.66 0.74 4.42
C -3.43 -2.59 -1.29
H 2.63 3.58 -2.97
H 2.47 -5.66 -1.01
C 0.54 4.56 -1.51
C 1.86 0.61 2.18
C 2.05 -1.30 0.79
H -5.49 -4.79 0.64
C 1.35 5.75 -2.01
O -0.76 0.98 4.13
H 2.98 -1.94 0.91
H -1.27 0.70 -0.51
H 1.28 -1.55 1.58
H -3.89 -1.66 -0.85
C -1.38 -1.66 -0.45
H -4.43 -3.67 1.57
I -2.13 -1.58 1.63
H 0.73 0.50 2.10
C 2.00 -3.39 -0.85
H 1.99 1.72 -0.61
O 2.48 0.07 1.03
H 0.02 -0.96 4.23
H 3.60 2.03 -1.27
H 1.62 1.72 4.30
C -4.94 -3.79 0.57
H -2.94 -4.38 -0.12
O 0.51 -0.04 -1.07
H -0.39 0.05 -3.21
C -3.87 -3.95 -0.59
O 2.31 -0.04 3.40
P 1.28 -1.60 -0.94
H 2.42 5.54 -2.01
H 1.91 1.99 -3.07
O -1.99 -2.57 -1.36
C 2.33 -4.57 -0.80
H -4.23 -4.65 -1.40
H -0.09 -0.05 5.82
C 1.99 2.87 -2.43
H 1.07 5.99 -3.04
H -2.06 -0.65 -3.03
H 2.53 -1.13 -1.48
H 0.78 4.34 -0.47

---

5.
28
Properties=species:S:1:pos:R:3 method="wB97M-V/def2-TZVPD" spin_multiplicity=1 energy_ev=-25965.122 gap_ev=6.7 homo_energy_ha=-0.130 charge=-1 relative_energy_kcal_mol=76.8 fmax_ha_per_bohr=0.2145
H -0.03 2.00 0.10
H -0.29 -0.15 0.11
H -3.33 -0.76 -0.86
C -0.16 -0.90 -0.65
O 1.34 3.47 -0.62
H -2.08 -3.02 -0.10
H -1.41 2.16 0.50
H 0.43 0.78 2.29
H -1.54 -3.05 1.66
H -2.16 -1.53 0.74
O 1.11 1.16 2.91
C 1.14 -0.82 -1.44
H 1.35 -2.43 2.61
H 1.82 -0.98 2.76
O -4.15 -0.38 -1.16
S 0.87 0.64 -2.57
N -0.15 -2.06 0.36
H -1.11 -0.99 -1.37
H 1.30 -1.65 -2.07
H 1.99 1.25 2.51
H 1.92 -1.04 -0.69
H 1.35 2.93 -1.48
C -1.54 -2.51 0.67
O -0.59 1.86 0.92
H 1.88 3.09 -0.11
O 1.51 -1.72 3.17
H -3.86 0.58 -1.21
H 0.41 -2.78 -0.12